1.
Entry from the OMol25 dataset: 13 unconnected molecules or ions with the total composition C3H33N2O13 at a distorted geometry (ωB97M-V with the def2-TZVPD basis set).

```
51
Properties=species:S:1:pos:R:3:mulliken_charge:R:1
O -0.260 2.553 2.421 -0.652
C -0.675 2.477 1.274 0.384
N -1.623 3.304 0.756 -0.384
C 0.103 1.494 0.391 0.646
N 0.569 0.404 1.249 0.230
C 1.079 -0.833 0.462 -1.613
H -1.876 4.104 1.325 0.273
H -1.694 3.368 -0.245 0.212
H -0.414 1.367 -0.564 -0.434
H 1.064 1.956 0.016 -0.003
H -0.103 -0.104 1.875 0.843
H 1.283 0.804 1.960 0.206
H 0.381 -1.004 -0.330 0.365
H 1.235 -1.580 1.241 0.615
H 2.046 -0.570 0.045 0.449
H 2.005 2.471 2.971 0.281
H 3.249 1.953 2.070 0.432
O 2.522 1.714 2.673 -0.650
H -0.487 -2.581 -4.038 0.312
H -1.774 -2.120 -3.447 0.279
O -0.821 -2.027 -3.315 -0.651
H -2.040 -1.563 2.327 0.360
H -0.516 -2.136 2.231 0.252
O -1.076 -1.389 2.451 -0.689
H 3.584 -3.318 -0.106 0.275
H 2.084 -3.272 -0.722 0.288
O 2.778 -2.813 -0.253 -0.566
H 0.849 2.484 -2.515 0.314
H -0.582 2.798 -2.576 0.302
O 0.219 3.140 -2.156 -0.626
H 3.101 1.675 0.281 0.256
H 4.039 2.601 -0.459 0.355
O 3.880 2.227 0.414 -0.701
H 2.793 -0.315 2.987 0.316
H 1.778 -0.578 4.091 0.306
O 2.101 -0.928 3.251 -0.609
H -3.991 -1.594 1.318 0.290
H -3.617 -0.043 1.417 0.319
O -3.284 -0.940 1.243 -0.636
H -3.776 -0.419 -1.146 0.353
H -4.398 0.893 -0.835 0.298
O -4.577 -0.059 -0.752 -0.626
H -1.352 -0.425 -2.116 0.249
H -1.872 0.482 -3.184 0.345
O -1.681 0.484 -2.230 -0.615
H -0.384 -4.827 0.356 0.297
H -1.760 -4.567 -0.374 0.294
O -1.163 -4.270 0.314 -0.574
H 1.701 0.195 -4.014 0.323
H 0.600 -0.788 -3.861 0.283
O 0.751 0.118 -4.177 -0.575
```

Its HOMO-LUMO gap is 10.30 eV. Its max |F| is 2.84 eV Å⁻¹. The net charge is +1. As for the HOMO energy: -13.149 eV.

---

2.
Entry from the OMol25 dataset: a molecular structure, C18H44Cl6F6O12PS4Tl at a distorted geometry (ωB97M-V with the def2-TZVPD basis set).

```
92
Properties=species:S:1:pos:R:3:mulliken_charge:R:1
Tl -0.713 4.880 0.286 1.001
P -1.434 0.567 -0.316 1.528
F -2.961 0.753 0.184 -0.342
F -1.205 2.021 0.306 -0.498
F -0.863 -0.114 1.054 -0.344
F 0.065 0.604 -0.916 -0.432
F -1.628 -0.991 -0.899 -0.298
F -1.851 1.239 -1.772 -0.421
Cl 3.604 -2.882 -1.422 -0.116
C 2.749 -1.574 -0.602 1.073
C 2.963 -1.630 0.903 0.049
Cl 4.643 -1.129 1.314 -0.026
H 1.717 -1.821 -0.850 -0.816
H 3.019 -0.593 -0.994 0.017
H 2.794 -2.643 1.267 0.293
H 2.259 -1.002 1.448 -0.087
Cl -5.614 -2.040 -2.255 -0.087
C -4.065 -1.682 -3.028 0.264
C -4.253 -0.882 -4.364 -0.531
Cl -2.662 -0.357 -4.986 0.059
H -3.514 -2.617 -3.130 0.187
H -3.577 -1.061 -2.277 -0.243
H -4.808 0.040 -4.193 0.387
H -4.735 -1.406 -5.190 0.392
Cl -2.614 -4.445 2.198 -0.099
C -1.447 -4.035 0.913 -0.202
C -0.248 -3.173 1.394 1.043
Cl 0.861 -3.991 2.384 -0.093
H -1.993 -3.610 0.070 0.005
H -1.046 -4.992 0.579 0.445
H -0.470 -2.260 1.947 -0.325
H 0.287 -2.927 0.476 -0.347
O 0.376 2.547 2.497 -0.427
S 1.150 1.726 3.402 1.053
O 2.445 1.160 2.996 -0.632
O 1.246 2.473 4.875 -0.180
C 2.237 2.102 5.819 -0.115
C 2.303 3.085 6.967 -1.315
C 0.009 0.411 4.117 0.461
H 3.277 2.093 5.493 0.264
H 1.979 1.115 6.204 0.298
H 3.067 2.690 7.636 0.394
H 1.360 3.316 7.463 0.323
H 2.729 4.022 6.608 0.338
H -0.172 -0.294 3.305 -0.526
H -0.900 0.894 4.477 -0.347
H 0.388 0.024 5.063 0.557
O -4.645 4.201 3.853 -0.600
S -3.545 3.324 3.308 0.818
O -2.475 3.812 2.398 -0.359
O -2.775 2.559 4.596 -0.192
C -3.606 2.254 5.706 -0.207
C -2.613 1.466 6.659 -1.253
C -4.403 1.868 2.472 -0.888
H -4.351 1.476 5.537 0.271
H -4.062 3.129 6.168 0.374
H -2.291 0.501 6.267 0.312
H -3.042 1.123 7.601 0.436
H -1.689 1.994 6.891 0.279
H -3.706 1.039 2.350 0.129
H -4.724 2.122 1.462 0.410
H -5.217 1.562 3.130 0.449
O 0.941 3.087 -1.530 -0.317
S 1.705 2.698 -2.761 0.940
O 2.221 3.741 -3.630 -0.614
O 2.998 1.668 -2.357 -0.170
C 3.888 1.297 -3.398 -0.006
C 5.041 0.515 -2.806 -1.183
C 0.738 1.512 -3.794 -1.100
H 4.173 2.169 -3.987 0.533
H 3.280 0.670 -4.050 -0.010
H 5.584 1.036 -2.018 0.333
H 5.750 0.472 -3.634 0.449
H 4.826 -0.522 -2.548 0.234
H -0.225 2.001 -3.947 0.493
H 0.440 0.628 -3.231 0.010
H 1.190 1.495 -4.785 0.637
O 0.013 -2.396 -6.728 -0.574
S 1.234 -1.727 -6.233 1.107
O 1.548 -0.329 -6.605 -0.573
O 1.346 -1.856 -4.603 0.026
C 0.877 -2.993 -3.956 -0.504
C -0.566 -2.664 -3.540 -0.867
C 2.779 -2.732 -6.679 -0.903
H 1.430 -3.235 -3.048 0.158
H 0.838 -3.899 -4.559 0.366
H -0.669 -1.715 -3.013 0.045
H -0.904 -3.467 -2.885 0.463
H -1.242 -2.720 -4.393 0.423
H 2.624 -3.725 -6.258 0.342
H 3.638 -2.371 -6.112 0.302
H 2.894 -2.677 -7.761 0.400
```

Its HOMO-LUMO gap is 1.77 eV. Its max |F| is 4.55 eV Å⁻¹. The net charge is +2. As for the HOMO energy: -14.996 eV.

---

3.
Entry from the OMol25 dataset: 2 unconnected molecules or ions with the total composition C3H9N3 at a distorted geometry (ωB97M-V with the def2-TZVPD basis set).

```
15
Properties=species:S:1:pos:R:3:mulliken_charge:R:1
H 1.310 1.158 -1.985 0.255
N 1.704 1.055 -1.060 -0.681
C 1.823 -0.212 -0.894 0.015
N 2.313 -0.834 0.204 -0.410
H 1.582 -0.822 -1.769 0.339
H 2.356 -1.823 0.209 0.220
H 2.322 -0.361 1.092 0.243
C -1.611 1.512 0.671 -0.174
N -1.991 0.447 1.237 -0.433
C -1.778 -0.800 0.484 -0.510
H -1.885 2.456 1.132 0.288
H -1.092 1.489 -0.292 0.170
H -1.966 -1.580 1.212 0.306
H -2.368 -0.798 -0.433 0.305
H -0.719 -0.888 0.192 0.067
```

Its HOMO-LUMO gap is 10.22 eV. Its max |F| is 1.51 eV Å⁻¹. As for the HOMO energy: -9.392 eV.

---

4.
Entry from the OMol25 dataset: 2 unconnected molecules or ions with the total composition C30H25N2O3 at a distorted geometry (ωB97M-V with the def2-TZVPD basis set).

```
60
Properties=species:S:1:pos:R:3:mulliken_charge:R:1
C 6.190 2.384 1.260 -0.762
O 6.101 0.958 0.987 -0.384
C 4.968 0.285 1.325 0.616
C 5.082 -1.083 1.686 -0.780
C 4.048 -1.681 2.359 -0.539
C 2.798 -1.022 2.572 0.956
C 1.750 -1.766 3.169 -0.467
C 0.391 -1.530 2.805 -0.150
C -0.340 -2.469 2.031 -0.660
C -1.670 -2.246 1.734 -0.750
C -2.300 -1.093 2.232 -0.026
O -3.689 -1.058 2.136 -0.398
C -4.366 -0.034 1.468 0.926
C -5.519 -0.481 0.813 -0.570
C -6.146 0.354 -0.109 -0.375
C -5.678 1.659 -0.302 -0.546
C -4.583 2.121 0.435 -0.577
C -3.921 1.287 1.348 -0.320
C -1.596 -0.133 2.960 -0.004
C -0.236 -0.314 3.163 -0.350
C 2.648 0.288 2.020 -0.208
C 3.703 0.925 1.394 -0.762
H 7.249 2.607 1.134 0.258
H 5.603 2.960 0.533 0.333
H 5.870 2.625 2.284 0.360
H 5.999 -1.620 1.462 0.443
H 4.137 -2.720 2.695 0.421
H 2.024 -2.734 3.596 0.583
H 0.183 -3.359 1.677 0.520
H -2.236 -2.970 1.147 0.448
H -5.851 -1.502 0.996 0.407
H -7.012 -0.015 -0.661 0.360
H -6.164 2.312 -1.033 0.366
H -4.225 3.142 0.301 0.354
H -3.078 1.658 1.933 0.224
H -2.125 0.723 3.383 0.624
H 0.338 0.454 3.682 0.538
H 1.687 0.800 2.048 0.514
H 3.580 1.927 0.970 0.323
O 1.310 -4.719 5.742 -0.667
C 1.513 -3.747 6.476 0.029
C 1.971 -3.880 7.897 0.404
C 2.223 -2.747 8.701 0.930
C 2.603 -2.907 10.037 -0.674
C 2.679 -4.176 10.598 -0.459
C 2.408 -5.308 9.811 -0.588
C 2.093 -5.158 8.462 -0.633
C 2.082 -1.349 8.153 -1.186
C 1.934 -1.242 6.621 -1.094
C 1.231 -2.375 5.997 0.975
N -0.043 -2.243 5.627 0.813
N -1.145 -2.108 5.321 -0.945
H 2.834 -2.006 10.606 0.411
H 2.942 -4.270 11.650 0.383
H 2.439 -6.303 10.252 0.397
H 1.899 -6.018 7.816 0.452
H 1.221 -0.844 8.629 0.360
H 2.961 -0.772 8.461 0.469
H 1.448 -0.300 6.350 0.309
H 2.948 -1.217 6.205 0.369
```

Its HOMO-LUMO gap is 5.50 eV. Its max |F| is 3.81 eV Å⁻¹. The net charge is +1. As for the HOMO energy: -10.813 eV.